ORCA calculation (ωB97M-V/def2-TZVPD) on a structure of composition C50H62BrCl3N8NaO8P2S.

The geometry in XYZ format:
```
136
Properties=species:S:1:pos:R:3:forces:R:3:mulliken_charge:R:1
Na 0.722818 -0.049171 0.162242 -1.093 -0.013 0.374 1.338
O 3.802434 2.001817 5.072058 0.009 0.027 0.019 -0.809
C 3.819193 0.683271 4.707672 0.023 -0.147 -0.054 0.478
C 4.838095 -0.102296 5.236589 0.047 0.143 0.018 -0.669
C 4.944047 -1.436400 4.880766 -0.016 0.005 0.010 -0.689
C 4.029456 -1.994920 3.998369 -0.003 -0.081 0.001 -0.030
C 3.002016 -1.211356 3.497062 0.064 0.011 0.060 -0.256
C 2.871662 0.124051 3.850652 -0.112 0.080 0.008 -0.220
C 1.737179 0.955493 3.254621 0.000 0.328 0.067 -0.818
O 2.071864 1.457897 2.055086 -0.333 -0.477 0.254 -0.049
N 0.529268 0.080615 3.267122 0.175 -0.402 0.307 -0.398
N -0.471606 0.354769 2.446175 -0.298 0.241 -0.345 0.964
C -1.675721 0.099086 2.769724 0.444 -0.180 0.481 -1.552
C -2.806217 0.304479 1.885397 -0.482 0.010 -0.172 0.463
Br -2.530438 0.102913 0.020868 -0.035 0.024 0.076 -0.149
C -4.052675 0.569861 2.311760 0.232 -0.040 -0.263 -1.079
C -4.422111 0.982342 3.668586 0.007 0.061 0.255 0.418
C -5.687909 0.677822 4.179781 0.068 -0.048 -0.030 -0.568
C -6.072356 1.104054 5.440132 -0.073 0.006 0.064 -0.481
C -5.210903 1.861874 6.219946 0.037 0.027 0.001 -0.423
C -3.961231 2.197428 5.717858 -0.020 -0.027 0.044 -0.664
C -3.571497 1.762429 4.462378 -0.043 0.021 -0.067 -0.043
H 3.112087 2.451473 4.570055 -0.001 0.003 -0.011 0.210
H 5.537684 0.358751 5.922973 0.029 -0.011 -0.024 0.399
H 5.747884 -2.035437 5.291046 -0.009 -0.011 0.008 0.374
H 4.111851 -3.034533 3.708339 -0.012 -0.004 -0.020 0.304
H 2.272265 -1.618586 2.812908 -0.031 -0.061 -0.015 0.079
H 1.498338 1.776160 3.985047 -0.008 -0.036 -0.045 0.913
H 0.281677 -0.254548 4.199264 -0.048 0.050 -0.028 0.302
H -1.913863 -0.315372 3.756713 -0.030 -0.004 -0.052 0.625
H -4.860319 0.518350 1.591623 0.003 0.059 -0.015 0.407
H -6.372623 0.087128 3.582644 0.014 0.007 -0.035 0.415
H -7.055018 0.850436 5.819125 0.000 -0.027 -0.024 0.357
H -5.512182 2.199833 7.203397 -0.020 -0.004 -0.007 0.363
H -3.290507 2.814603 6.303085 0.017 -0.020 -0.001 0.389
H -2.609062 2.060809 4.068942 0.009 -0.003 -0.012 0.498
C 4.945807 0.712207 -2.192308 0.100 0.012 0.021 -0.941
N 4.160747 1.788941 -1.597198 -0.425 -0.284 0.297 0.185
C 3.160710 2.296648 -2.546133 0.135 0.137 -0.011 -0.740
P 3.468311 1.281072 -0.114698 1.411 0.485 -0.424 -0.019
O 2.696681 0.035511 -0.263191 1.134 0.174 -0.338 -0.282
O 2.767892 2.683044 0.189587 -0.256 -0.124 0.339 -0.022
P 1.221520 2.901393 0.668592 0.216 1.658 -0.294 0.244
O 0.176452 1.936365 0.316225 -0.428 0.916 -0.067 -0.444
N 1.013773 4.152106 -0.522916 -0.135 -0.341 -0.100 0.536
C 1.899379 5.293054 -0.523244 -0.042 -0.105 0.015 -1.178
C -0.362137 4.550451 -0.752583 0.090 -0.089 -0.004 -1.151
N 1.083274 3.912765 2.040592 0.149 -0.353 0.013 0.493
C -0.124092 3.669102 2.829147 -0.098 -0.046 -0.214 -0.907
C 2.307364 4.287073 2.728540 0.082 -0.051 -0.136 -0.674
N 4.744632 1.169727 0.922538 -0.059 -0.027 -0.375 0.831
C 5.336795 -0.108763 1.250098 -0.134 -0.076 0.114 -0.985
C 5.550414 2.329906 1.232387 -0.069 -0.081 0.059 -1.017
H 5.492491 1.097188 -3.057287 0.004 0.003 0.033 0.374
H 4.324381 -0.128922 -2.523531 -0.002 -0.037 -0.018 0.238
H 5.666562 0.344096 -1.459245 0.022 -0.036 -0.082 0.244
H 3.651240 2.486692 -3.504194 0.011 -0.010 0.003 0.480
H 2.733159 3.223907 -2.173598 -0.038 0.017 -0.029 -0.286
H 2.336480 1.595741 -2.707680 0.023 -0.011 -0.031 0.432
H 2.912961 4.983221 -0.269626 0.031 0.082 -0.062 0.235
H 1.578549 6.076049 0.184282 0.025 -0.033 0.037 0.283
H 1.917267 5.737885 -1.525286 0.039 0.053 0.030 0.320
H -1.010859 3.692779 -0.588235 -0.067 0.036 -0.087 0.181
H -0.481566 4.888100 -1.788615 -0.031 0.055 0.029 0.327
H -0.674655 5.374859 -0.088958 0.005 -0.024 0.010 0.251
H -0.974085 4.174774 2.360162 -0.023 0.015 0.111 0.293
H 0.002548 4.065868 3.837654 0.043 0.014 -0.019 0.382
H -0.378063 2.610152 2.882022 0.016 0.011 0.091 0.042
H 2.802225 5.106280 2.197731 0.028 0.034 0.104 0.244
H 3.022157 3.457027 2.780608 -0.059 -0.016 0.046 -0.055
H 2.071309 4.631106 3.736994 -0.011 0.033 -0.012 0.398
H 4.667785 -0.902753 0.923667 0.047 -0.043 0.044 0.178
H 5.482672 -0.203214 2.330128 -0.022 0.022 -0.005 0.185
H 6.313490 -0.230197 0.759615 -0.030 0.003 -0.015 0.396
H 5.067637 3.223698 0.843704 0.083 0.063 0.042 0.095
H 6.550782 2.244239 0.788550 -0.030 0.040 -0.040 0.336
H 5.666318 2.428217 2.317781 -0.019 0.022 -0.013 0.240
Cl 3.176197 5.660761 -5.849496 0.048 0.162 0.013 -0.239
C 2.947019 3.955696 -6.011582 -0.130 -0.263 -0.032 0.475
C 1.727669 3.389036 -5.690855 -0.011 0.061 -0.015 -1.176
C 1.561518 2.018107 -5.804382 -0.007 -0.002 -0.082 0.099
C 2.590984 1.182840 -6.228178 0.160 -0.052 -0.001 -0.093
C 2.517600 -0.336569 -6.256790 -0.297 0.333 -0.040 -0.360
C 1.106129 -0.940294 -6.091697 0.430 0.035 0.098 -1.530
N 0.358469 -0.515620 -4.919115 -0.022 -0.151 0.209 0.508
C -0.973972 -0.165837 -4.940872 -0.104 -0.015 -0.159 -0.793
C -1.263345 0.305711 -3.695418 0.019 0.098 0.046 -0.874
N -0.148739 0.268296 -2.907266 0.367 -0.236 0.095 0.425
C 0.799811 -0.243834 -3.654447 -0.248 0.105 -0.187 -1.140
O 3.457150 -0.778096 -5.290382 -0.392 -0.577 0.176 0.297
C 4.122352 -1.994894 -5.627554 0.255 0.137 0.156 -1.107
C 3.355034 -3.287281 -5.534762 0.083 0.363 0.044 -0.099
C 2.923120 -3.890027 -4.389745 -0.275 -0.444 -0.062 0.837
Cl 3.066787 -3.371257 -2.770244 -0.012 0.258 -0.064 -0.058
S 2.136067 -5.397328 -4.707124 0.173 0.256 -0.101 -0.151
C 2.425525 -5.239633 -6.392697 -0.034 -0.070 0.137 -0.455
C 3.071054 -4.081380 -6.683861 -0.094 -0.057 0.013 -0.797
C 3.795384 1.799680 -6.576411 -0.203 0.150 0.090 0.721
Cl 5.120435 0.864672 -7.187542 0.192 -0.052 -0.093 -0.261
C 3.985906 3.167273 -6.474036 0.078 0.022 0.012 -0.815
H 0.911171 4.002764 -5.337587 0.023 0.031 0.013 0.439
H 0.596817 1.611567 -5.545056 -0.002 0.007 0.051 0.409
H 2.875427 -0.676926 -7.240827 -0.148 0.041 -0.029 1.023
H 1.228329 -2.024715 -6.105582 -0.141 -0.001 0.047 0.184
H 0.510797 -0.655478 -6.961080 0.058 -0.019 -0.030 0.489
H -1.574349 -0.279951 -5.827773 0.005 -0.027 0.001 0.457
H -2.199018 0.673582 -3.306779 -0.044 -0.011 -0.079 0.526
H 1.819241 -0.401511 -3.359787 0.160 -0.152 0.086 0.948
H 4.973621 -2.031856 -4.944919 -0.009 0.033 -0.031 0.407
H 4.500469 -1.901340 -6.653546 0.084 -0.030 0.081 0.344
H 2.120831 -6.019470 -7.071418 -0.049 0.024 -0.003 0.423
H 3.357471 -3.783944 -7.683818 -0.013 -0.016 -0.009 0.380
H 4.935862 3.608000 -6.739648 0.001 -0.011 -0.014 0.431
C 0.715647 -8.426739 -0.517903 0.005 0.146 -0.011 -1.529
C 0.405843 -6.978074 -0.236449 0.052 -0.079 0.049 0.862
C -0.665104 -6.333731 -0.837759 0.018 -0.026 -0.012 -1.268
C -0.926080 -4.985747 -0.604848 -0.025 0.052 -0.010 0.983
C -2.110148 -4.301159 -1.232188 0.032 0.029 0.046 -1.293
C -0.088317 -4.262722 0.238947 0.056 0.086 -0.071 0.076
C 0.979294 -4.902798 0.873267 -0.017 -0.042 -0.017 1.072
C 1.850998 -4.127024 1.817849 -0.052 -0.001 -0.072 -0.804
C 1.213679 -6.250223 0.630760 -0.092 0.051 -0.051 -0.922
C -0.310054 -2.764407 0.465907 0.157 -0.190 0.054 0.337
O -1.112776 -2.437113 1.353126 -0.079 -0.221 0.122 -0.842
O 0.383401 -1.998192 -0.255624 -0.243 -1.328 -0.219 -0.619
H -0.111768 -8.914469 -1.033766 0.006 -0.028 0.000 0.373
H 0.916518 -8.968328 0.407975 -0.008 -0.051 -0.018 0.345
H 1.605508 -8.507479 -1.147500 -0.011 -0.082 -0.013 0.277
H -1.311486 -6.894426 -1.507310 -0.027 0.016 -0.004 0.229
H -2.614454 -4.951222 -1.948143 0.007 0.005 -0.025 0.369
H -1.797087 -3.382785 -1.733635 -0.030 -0.002 -0.032 0.084
H -2.821275 -4.009702 -0.456504 -0.017 0.029 -0.029 0.313
H 1.252456 -3.765893 2.656937 0.057 0.054 0.027 0.413
H 2.260205 -3.255944 1.303050 0.052 0.037 0.039 -0.034
H 2.668253 -4.739190 2.200229 0.013 -0.004 0.010 0.213
H 2.045837 -6.744497 1.124078 0.017 0.013 0.010 0.346
```
Forces are in eV/Å.

Values from the calculation:
Orbital gap   0.2469 Ha
Net charge   -1
Strongest force on any atom   1.70 eV Å⁻¹
LUMO level   0.06708 hartree
Energy relative to the best compared isomer or geometry (same formula, charge and spin)   34.39 kcal/mol